Entry 1:
{
  "formula": "C31H36BrClLaN11O3PS2",
  "method": "ωB97M-V/def2-TZVPD",
  "spin_multiplicity": 1,
  "lumo_energy_ev": -2.1416,
  "total_energy_ev": -169651.187,
  "de_lowest_kj_mol": 62.04,
  "orbital_gap_ev": 8.313,
  "charge": 1,
  "elements": ["La", "C", "N", "C", "C", "N", "C", "S", "C", "C", "C", "C", "C", "N", "H", "H", "H", "H", "H", "H", "H", "H", "H", "C", "C", "N", "N", "C", "S", "N", "N", "H", "H", "H", "H", "H", "H", "Br", "C", "C", "C", "C", "C", "N", "C", "O", "O", "H", "H", "H", "C", "N", "C", "C", "C", "N", "C", "O", "N", "H", "H", "H", "H", "H", "H", "H", "C", "P", "C", "C", "C", "C", "C", "C", "C", "H", "H", "H", "H", "H", "H", "H", "H", "H", "H", "H", "Cl"],
  "xyz": [[-0.189, -0.164, -0.200], [2.809, 3.024, 2.239], [1.703, 3.674, 1.565], [1.754, 4.800, 0.830], [0.579, 4.891, 0.183], [-0.197, 3.864, 0.603], [0.548, 3.040, 1.398], [0.127, 1.664, 2.334], [-1.501, 3.556, 0.078], [-2.433, 4.568, -0.016], [-3.581, 4.288, -0.743], [-3.845, 2.987, -1.196], [-2.830, 2.079, -1.067], [-1.662, 2.352, -0.469], [3.589, 3.753, 2.443], [3.251, 2.261, 1.599], [2.522, 2.628, 3.196], [2.604, 5.494, 0.767], [0.172, 5.571, -0.530], [-2.292, 5.575, 0.418], [-4.300, 5.077, -0.788], [-4.748, 2.822, -1.785], [-3.010, 1.120, -1.451], [-0.437, -4.887, 3.478], [-0.277, -4.690, 2.004], [0.104, -5.658, 1.179], [0.030, -5.052, -0.030], [-0.351, -3.774, -0.030], [-0.589, -2.886, -1.415], [-0.497, -3.520, 1.304], [-0.741, -2.226, 1.738], [-0.545, -5.908, 3.718], [-1.335, -4.281, 3.768], [0.384, -4.581, 4.064], [0.355, -5.552, -0.856], [-0.030, -1.949, 2.396], [-1.660, -2.171, 2.183], [-3.278, -2.196, 5.027], [-4.286, -1.517, 3.564], [-5.570, -1.041, 3.840], [-6.321, -0.509, 2.773], [-5.731, -0.475, 1.524], [-4.434, -0.909, 1.354], [-3.708, -1.441, 2.362], [-3.729, -0.689, -0.021], [-4.493, -0.535, -0.988], [-2.459, -0.567, -0.007], [-5.951, -1.042, 4.840], [-7.311, -0.085, 2.883], [-6.175, -0.115, 0.661], [4.299, -0.680, -0.539], [3.951, -1.045, 0.857], [4.781, -0.797, 1.897], [4.422, -0.998, 3.175], [3.148, -1.574, 3.417], [2.325, -1.813, 2.398], [2.687, -1.507, 1.123], [1.828, -1.528, 0.189], [2.722, -1.818, 4.649], [5.304, -0.354, -0.683], [3.703, 0.123, -0.857], [4.136, -1.564, -1.212], [5.745, -0.449, 1.550], [5.120, -0.709, 3.969], [3.290, -1.493, 5.440], [1.802, -2.117, 4.842], [-1.275, -1.148, -4.571], [-0.461, 0.038, -3.432], [-1.189, 1.667, -3.854], [1.239, 0.188, -4.207], [2.147, -0.778, -3.839], [3.455, -0.666, -4.241], [3.872, 0.386, -5.036], [2.946, 1.349, -5.439], [1.619, 1.233, -5.053], [-0.808, -2.108, -4.494], [-1.275, -0.824, -5.611], [-2.267, -1.214, -4.202], [-1.239, 1.908, -4.894], [-0.564, 2.419, -3.435], [-2.142, 1.753, -3.385], [1.897, -1.614, -3.160], [4.163, -1.420, -4.046], [4.945, 0.481, -5.279], [3.271, 2.122, -6.155], [0.867, 1.982, -5.364], [1.502, 1.900, -1.240]],
  "forces_ev_per_a": [[-0.092, 0.663, -0.334], [0.949, 0.702, 0.010], [1.049, -1.296, 0.883], [0.708, 1.912, -1.249], [-0.095, 0.980, -0.094], [-0.927, -2.161, 0.386], [-1.020, 0.058, 0.741], [-0.383, -0.351, -0.660], [0.843, -0.109, -0.608], [-0.174, 0.557, -0.110], [-0.210, -0.593, 0.938], [-0.052, 2.128, -0.545], [0.019, 0.782, 0.581], [-0.132, -0.261, 0.422], [-0.034, 0.262, -0.166], [-0.266, -0.184, -0.020], [-0.371, -0.302, 0.136], [-0.455, -0.751, 0.161], [0.188, 0.439, -0.171], [0.113, -0.840, -0.257], [-0.511, 0.228, -0.403], [0.283, -0.394, 0.375], [0.208, -1.243, -0.374], [-1.625, 1.735, -0.984], [1.155, -1.633, -0.070], [-0.945, 1.774, 1.214], [0.552, -0.812, -1.093], [0.515, -1.007, 0.306], [-0.101, 0.546, -0.380], [-0.059, 0.006, -0.587], [-0.444, 0.165, 0.465], [-0.539, -1.209, -0.060], [0.669, -0.735, 0.153], [1.176, 0.830, 0.450], [-0.379, 0.265, 0.351], [0.557, -0.151, 0.301], [-0.293, 0.251, -0.265], [0.136, -0.085, -0.209], [-0.505, 0.688, -1.046], [-0.169, 0.285, -0.897], [0.828, -0.312, 0.362], [0.835, -0.564, 0.922], [1.447, -0.482, 0.289], [-0.358, 0.017, 0.610], [-1.764, 0.267, -0.131], [1.224, -0.215, 0.877], [-0.487, -0.137, 0.109], [-0.136, -0.115, 0.320], [0.004, -0.185, 0.332], [-1.158, 0.767, -1.376], [-0.296, -2.082, -0.304], [0.132, -0.088, -0.525], [0.323, -0.018, -0.860], [0.922, 0.236, 0.796], [-0.311, 0.483, -1.287], [0.033, -0.157, -0.349], [-1.440, 0.510, 0.111], [1.175, -0.190, 0.886], [1.504, 0.513, 1.351], [0.926, -0.035, 0.619], [-1.227, 0.985, -0.462], [-0.002, 0.869, 0.723], [0.119, 0.204, 0.493], [-0.398, -0.330, -0.280], [-0.539, -0.399, -0.657], [-0.899, -0.283, -0.032], [0.443, 0.878, 0.053], [1.070, 0.449, -0.877], [0.304, -0.637, 0.097], [-1.403, 0.266, 0.414], [0.234, -0.701, 0.817], [0.147, 0.443, -0.845], [0.372, 0.598, 0.081], [0.418, 0.027, -0.869], [-0.429, 0.281, 0.222], [0.307, -0.595, 0.098], [0.058, 0.117, 0.044], [-1.176, -0.316, 0.138], [-0.297, -0.251, -0.842], [0.653, 0.587, 0.696], [-0.785, 0.046, 0.012], [-0.189, 0.497, -0.436], [0.713, -0.878, 0.584], [-0.767, -0.067, -0.106], [-0.292, -0.254, 0.630], [0.663, -0.481, 0.144], [0.162, -0.410, 0.116]]
}

=====

Entry 2:
{
  "formula": "C31H36BrF6KN8O6S2Se",
  "method": "ωB97M-V/def2-TZVPD",
  "spin_multiplicity": 1,
  "lumo_energy_ev": 3.5352,
  "total_energy_ev": -246629.415,
  "de_lowest_kj_mol": 137.70,
  "orbital_gap_ev": 5.438,
  "charge": -2,
  "elements": ["K", "O", "C", "C", "C", "C", "C", "C", "C", "O", "N", "N", "C", "C", "Br", "C", "C", "C", "C", "C", "C", "C", "H", "H", "H", "H", "H", "H", "H", "H", "H", "H", "H", "H", "H", "H", "C", "N", "C", "C", "N", "N", "C", "N", "N", "H", "H", "H", "H", "H", "H", "H", "H", "H", "H", "H", "F", "C", "F", "F", "S", "O", "O", "N", "S", "O", "O", "C", "F", "F", "F", "C", "C", "C", "C", "C", "C", "Se", "C", "C", "C", "H", "H", "H", "H", "H", "H", "H", "H", "H", "H", "H"],
  "xyz": [[-0.020, -0.447, -0.176], [-4.089, 4.791, 0.123], [-3.609, 5.117, 1.325], [-4.125, 6.234, 1.987], [-3.634, 6.609, 3.229], [-2.617, 5.882, 3.827], [-2.108, 4.765, 3.169], [-2.590, 4.358, 1.937], [-2.096, 3.080, 1.247], [-2.246, 3.138, -0.106], [-0.674, 2.842, 1.584], [-0.359, 1.785, 2.324], [0.839, 1.332, 2.295], [1.237, 0.146, 3.050], [0.196, -0.250, 4.604], [2.252, -0.638, 2.695], [2.639, -1.912, 3.338], [3.800, -2.013, 4.099], [4.161, -3.222, 4.676], [3.370, -4.346, 4.484], [2.220, -4.254, 3.710], [1.853, -3.045, 3.138], [-3.427, 4.078, -0.216], [-4.906, 6.803, 1.496], [-4.044, 7.483, 3.725], [-2.221, 6.177, 4.792], [-1.314, 4.184, 3.624], [-2.634, 2.228, 1.706], [-0.082, 3.037, 0.777], [1.603, 1.747, 1.630], [2.798, -0.364, 1.792], [4.420, -1.136, 4.239], [5.065, -3.288, 5.270], [3.654, -5.293, 4.927], [1.606, -5.131, 3.542], [0.965, -2.964, 2.520], [-4.712, -2.464, 0.891], [-3.626, -2.256, 1.841], [-3.858, -1.214, 2.824], [-2.304, -2.473, 1.477], [-1.294, -1.880, 1.972], [-2.170, -3.482, 0.521], [-1.044, -3.831, -0.223], [-1.383, -4.832, -1.165], [0.096, -3.330, -0.033], [-5.316, -3.343, 1.147], [-4.338, -2.564, -0.123], [-5.364, -1.591, 0.886], [-4.906, -1.246, 3.119], [-3.629, -0.217, 2.429], [-3.255, -1.390, 3.716], [-1.572, -1.131, 2.597], [-2.965, -4.080, 0.389], [-2.208, -4.588, -1.701], [-0.609, -4.992, -1.795], [0.828, -3.611, -0.682], [-3.705, -0.047, -3.616], [-3.403, -0.338, -2.348], [-4.469, -0.994, -1.837], [-2.385, -1.229, -2.367], [-2.998, 1.147, -1.304], [-2.512, 0.451, -0.122], [-4.288, 1.774, -1.280], [-1.961, 1.688, -2.349], [-0.589, 2.426, -2.270], [0.333, 1.967, -1.244], [-0.600, 3.821, -2.585], [0.138, 1.641, -3.771], [1.348, 2.163, -3.996], [-0.609, 1.846, -4.865], [0.275, 0.319, -3.601], [4.744, 0.818, -6.191], [4.343, 0.158, -4.898], [3.994, -1.183, -4.844], [3.626, -1.803, -3.653], [3.250, -3.258, -3.680], [3.588, -1.070, -2.453], [3.050, -1.899, -0.815], [3.954, 0.289, -2.500], [3.945, 1.139, -1.261], [4.320, 0.872, -3.706], [4.435, 0.217, -7.048], [5.828, 0.953, -6.255], [4.286, 1.804, -6.289], [4.001, -1.770, -5.759], [3.452, -3.692, -4.663], [2.190, -3.387, -3.445], [3.793, -3.814, -2.914], [2.926, 1.289, -0.898], [4.371, 2.123, -1.466], [4.505, 0.656, -0.458], [4.573, 1.928, -3.717]],
  "forces_ev_per_a": [[0.324, -0.248, 0.071], [-0.020, 0.116, 0.025], [0.017, 0.015, -0.007], [0.009, 0.033, 0.061], [-0.040, 0.017, -0.049], [0.037, -0.040, 0.019], [-0.006, -0.020, 0.067], [-0.049, 0.019, -0.099], [-0.147, 0.015, -0.041], [0.072, 0.101, 0.182], [0.075, -0.037, -0.072], [-0.003, 0.093, 0.026], [0.010, -0.021, -0.145], [-0.027, -0.003, 0.022], [0.052, -0.001, -0.033], [-0.033, -0.002, 0.028], [0.043, -0.009, 0.009], [-0.018, 0.012, -0.008], [0.013, -0.008, 0.009], [-0.010, -0.015, -0.005], [0.012, -0.001, 0.007], [-0.022, 0.013, -0.021], [0.012, -0.150, -0.014], [-0.004, -0.005, -0.010], [-0.003, 0.001, -0.004], [0.005, -0.007, -0.001], [0.000, 0.004, 0.005], [0.028, 0.005, -0.016], [0.010, -0.051, 0.007], [-0.024, 0.027, 0.005], [0.002, -0.006, 0.001], [0.001, 0.001, 0.002], [-0.001, 0.001, -0.001], [-0.001, 0.001, 0.001], [-0.003, 0.000, 0.000], [-0.007, -0.002, 0.005], [-0.017, 0.037, -0.006], [-0.012, -0.068, -0.074], [-0.001, 0.020, 0.043], [-0.090, 0.189, 0.127], [0.093, -0.055, -0.070], [-0.003, -0.084, -0.076], [-0.025, -0.053, -0.092], [0.020, 0.066, -0.030], [-0.051, 0.052, 0.303], [0.004, 0.005, 0.009], [-0.010, -0.013, 0.008], [0.007, 0.013, -0.016], [-0.004, 0.001, 0.004], [0.000, -0.006, -0.011], [-0.004, -0.001, -0.005], [0.013, 0.049, -0.048], [0.019, -0.011, 0.032], [0.005, 0.011, 0.001], [-0.007, -0.019, 0.009], [-0.046, 0.015, -0.086], [0.017, 0.000, 0.024], [-0.004, -0.054, -0.040], [0.023, 0.018, -0.003], [0.019, 0.007, -0.018], [-0.279, -0.307, -0.031], [0.015, 0.107, -0.146], [0.131, 0.131, 0.045], [0.100, -0.009, 0.067], [0.115, 0.002, 0.036], [-0.258, 0.104, 0.085], [-0.060, -0.026, 0.045], [0.020, -0.043, -0.046], [-0.055, -0.039, -0.011], [0.040, -0.015, 0.043], [0.000, 0.082, -0.033], [0.011, 0.002, -0.004], [-0.002, -0.012, 0.039], [0.021, 0.025, -0.013], [-0.040, -0.063, -0.027], [0.004, 0.014, -0.001], [0.019, -0.066, 0.061], [-0.001, 0.099, -0.109], [0.009, 0.047, 0.034], [0.019, 0.021, -0.014], [0.010, -0.008, -0.039], [0.000, 0.004, -0.002], [0.000, 0.003, -0.005], [-0.005, -0.001, -0.005], [-0.004, 0.000, 0.001], [-0.015, 0.007, -0.003], [-0.005, 0.004, 0.005], [0.014, 0.000, -0.001], [-0.060, -0.044, 0.024], [0.026, 0.001, -0.008], [-0.023, 0.004, 0.007], [0.005, 0.009, -0.003]]
}